The following is a quantum chemistry calculation of a cluster of 11 separate species, C27H76N4O11 in total at a distorted geometry, from OMol25.

As for the multiplicity: 1. As for the relative energy (zero: lowest compared OMol25 entry of this formula, charge and spin): 956.5 kJ/mol. The SMILES is NC(N)=O.NC(N)=O.CC(C)O.CC(C)O.CC(C)O.CC(C)O.CC(C)O.CC(C)O.CC(C)O.CC(C)O.CO. Its frontier orbital gap is 8.55 eV. The lowest unoccupied orbital energy comes out at -0.19 eV.

```
118
Properties=species:S:1:pos:R:3:forces:R:3
C -1.422482 -3.426464 2.641428 -0.217 -0.550 2.697
O -1.029540 -2.358661 1.831789 0.120 0.102 0.398
H -2.539685 -3.631786 2.708519 1.265 0.757 -0.079
H -0.986182 -3.148474 3.648740 -1.020 -0.380 -0.710
H -0.977614 -4.408587 2.467471 0.317 0.122 -0.841
H -1.434246 -2.496108 0.988693 -0.428 -0.187 -1.519
C -0.437300 0.853109 -4.566206 -9.307 0.836 -3.243
O -1.724643 0.990013 -5.068742 6.570 -0.313 2.940
N -0.086629 0.570156 -3.353162 -2.565 0.297 6.237
N 0.579592 0.687752 -5.295614 4.891 -0.201 -3.214
H -0.917883 0.463865 -2.734809 0.786 0.194 0.024
H 0.780046 0.823232 -2.855487 -0.395 0.197 -0.921
H 0.483093 0.562431 -6.259976 -0.017 0.121 -1.489
H 1.404047 0.329577 -4.810963 -0.257 0.294 -0.877
C 1.072365 -2.477650 -2.437672 -4.689 0.441 6.513
O 0.388210 -2.250112 -1.236356 3.179 -0.735 -5.540
N 1.908248 -3.461465 -2.520941 2.880 -2.238 1.240
N 0.706672 -1.928094 -3.553315 -0.903 3.534 -2.639
H 2.170979 -3.800216 -1.569460 0.071 -0.005 -1.482
H 2.509121 -3.541098 -3.358909 -0.445 -0.202 1.276
H 0.330609 -0.882962 -3.463042 0.286 -1.873 -0.003
H 1.205464 -2.086089 -4.432320 -0.087 -0.295 0.713
C -4.343390 -4.239032 -1.231780 -1.661 -1.287 -0.349
C -3.586275 -3.004074 -0.764664 -8.287 1.639 -1.208
C -4.116415 -2.532261 0.555820 -2.475 0.917 -1.160
O -2.383244 -3.174257 -0.528858 10.600 -1.686 0.979
H -5.369332 -3.927984 -1.566324 0.990 -0.257 -0.307
H -4.613240 -5.055167 -0.506883 0.717 1.040 0.233
H -3.795567 -4.817080 -1.996131 -0.316 0.672 -0.158
H -3.733770 -2.193614 -1.525563 -0.284 -0.428 0.242
H -4.194230 -3.371128 1.193215 0.165 -0.784 1.037
H -5.149556 -2.218531 0.332023 0.195 0.327 0.673
H -3.514953 -1.729030 0.955192 -0.060 0.194 0.172
H -1.847498 -3.235228 -1.330644 0.314 -0.306 -0.206
C 2.843950 1.871752 -0.783534 1.001 1.753 2.602
C 3.290573 0.777563 -1.650155 4.836 -1.973 6.404
C 3.222929 -0.619722 -1.108447 -0.848 0.489 2.198
O 2.631577 0.661144 -2.700526 -4.825 0.635 -9.785
H 3.812067 2.208114 -0.389077 -0.328 0.432 0.621
H 2.224235 1.650935 0.129056 0.299 0.183 -1.352
H 2.527111 2.744166 -1.379023 -0.428 -0.507 0.258
H 4.393427 1.016665 -1.860906 -1.003 -0.441 -0.017
H 2.326638 -0.806454 -0.507795 -0.112 -0.006 -0.504
H 3.957180 -0.518280 -0.412650 2.436 -1.012 2.563
H 3.418544 -1.455820 -1.746450 0.247 0.057 -0.784
H 3.255580 1.028911 -3.298105 -0.350 0.613 -2.260
C 3.207992 -3.157809 3.290828 1.386 1.321 0.072
C 2.141968 -2.263530 2.774511 2.282 5.171 4.882
C 2.702748 -0.869705 2.407806 0.542 1.086 1.325
O 1.610883 -2.574503 1.688498 -3.298 -4.808 -8.479
H 3.564535 -2.859936 4.299373 -0.128 -0.059 -0.704
H 4.036341 -3.125381 2.550767 -0.271 -0.242 0.584
H 2.802575 -4.107722 3.342760 -0.522 -2.248 0.172
H 1.288540 -2.137430 3.430004 0.257 0.234 1.806
H 2.974733 -0.263731 3.248482 0.725 0.255 0.797
H 1.962290 -0.243288 1.930408 -0.612 -0.177 -0.249
H 3.535233 -0.895088 1.704539 0.109 -0.470 0.170
H 0.674113 -2.320326 1.647491 -0.075 -0.332 -0.304
C -1.972161 -2.005575 -5.674563 -0.519 0.909 -0.269
C -2.652072 -2.182321 -4.296548 -2.440 3.613 -4.413
C -4.027415 -2.740295 -4.328966 -1.328 -1.314 -0.463
O -1.919396 -2.851918 -3.482548 2.411 -4.431 4.405
H -2.579826 -1.390593 -6.382769 0.704 -0.052 0.842
H -1.729517 -2.872340 -6.213866 -0.266 -2.031 -0.508
H -0.959257 -1.619311 -5.521948 -0.356 0.754 -0.003
H -2.710342 -1.176638 -3.959989 -0.400 1.505 0.339
H -3.962455 -3.802135 -4.060268 -0.067 0.040 -0.375
H -4.529033 -2.647448 -5.291554 0.242 -0.062 -0.214
H -4.753219 -2.339606 -3.634247 0.212 0.478 0.491
H -1.026444 -2.560058 -3.540902 1.353 0.305 0.070
C -0.799659 0.632198 3.541146 2.617 -0.467 -2.361
C -2.038526 0.464662 4.269587 -2.975 1.780 -9.906
C -3.005836 -0.469357 3.582706 -1.443 -1.062 -0.718
O -2.018299 -0.003709 5.388096 2.974 -4.206 12.663
H -0.213869 -0.303633 3.305611 -0.359 0.740 0.938
H -0.209742 1.441549 3.972631 0.472 -0.268 0.266
H -0.986412 0.971148 2.517325 -0.389 0.253 0.199
H -2.447650 1.429128 4.343701 -1.204 2.149 -0.823
H -3.128423 -0.296060 2.548503 0.103 0.284 -1.359
H -4.013318 -0.359035 3.972832 -0.156 0.308 0.423
H -2.824431 -1.566013 3.712347 0.556 1.105 0.075
H -1.231086 0.373971 5.815085 -0.391 -0.453 0.843
C -0.037141 0.657243 0.062581 -0.451 -0.294 -3.868
C -1.459731 0.386677 -0.282775 -1.598 4.787 6.789
C -2.310625 1.655307 -0.512723 -0.319 2.152 1.306
O -1.691597 -0.275895 -1.319675 -1.182 -5.230 -7.048
H 0.126441 1.394897 0.738580 0.298 2.519 1.820
H 0.387687 0.868577 -0.924644 0.550 0.461 0.492
H 0.416869 -0.204924 0.387617 1.052 -2.192 0.772
H -1.805530 -0.160660 0.619122 -0.695 0.410 -0.016
H -1.968417 2.459404 -1.156253 1.396 -0.346 -0.694
H -2.362269 2.254304 0.393679 -0.287 -0.136 0.583
H -3.327091 1.643356 -0.935787 0.099 -1.355 0.559
H -1.586376 -1.213203 -1.169319 0.532 -0.708 -0.317
C 0.395591 4.715035 -1.088278 0.194 3.496 -2.044
C 1.162029 4.972571 0.131947 4.422 2.427 -3.898
C 1.798526 6.459426 0.257114 -2.602 -1.701 -1.442
O 0.406658 4.641669 1.092672 -4.073 -1.351 6.336
H 1.074565 4.955998 -1.943454 -0.962 -0.251 0.184
H -0.474720 5.409052 -1.041403 0.408 -0.354 -0.563
H 0.020104 3.749797 -1.137851 -0.445 -1.963 -0.045
H 1.962581 4.250537 0.091834 1.442 0.001 -0.133
H 2.580406 6.562823 0.896762 2.230 -0.470 2.524
H 1.115484 7.264954 0.542343 -0.415 -0.336 -0.493
H 2.283175 6.630873 -0.662609 0.172 0.688 -1.534
H 0.978233 4.718540 1.854933 -0.349 -0.082 1.214
C 2.329353 2.514356 3.222122 -1.960 1.840 -1.187
C 2.422868 3.828285 3.989516 0.905 -10.394 6.618
C 3.745572 3.785864 4.652482 2.681 -1.323 0.789
O 2.349704 4.866537 3.376559 -1.218 11.349 -7.292
H 1.406622 2.524662 2.602313 0.380 -0.315 0.349
H 2.355964 1.653372 3.847679 0.068 -0.440 0.424
H 3.145403 2.571246 2.546747 0.945 -0.535 -0.798
H 1.661185 3.898547 4.767976 -0.455 -1.219 0.879
H 3.797956 2.889736 5.263735 0.254 0.027 0.485
H 3.917772 4.661379 5.261303 0.005 0.351 0.505
H 4.656376 3.722995 3.966826 -1.432 0.127 0.361
H 2.524223 5.534538 4.064002 -0.196 0.572 -1.209
```
Positions in Å, forces in eV/Å.

Mulliken atomic charge list, values in e, 2 entries:
1 C -0.969
2 O 0.297

---

The following is a quantum chemistry calculation of a cluster of 5 separate species, C19H47BN5O6Si in total at a distorted geometry, from OMol25.

The net charge is -1. As for the multiplicity: 1. As for the relative energy (zero: lowest compared OMol25 entry of this formula, charge and spin): 107.5 kJ/mol. Its frontier orbital gap is 3.96 eV. The lowest unoccupied orbital energy comes out at 2.17 eV.

```
79
Properties=species:S:1:pos:R:3:forces:R:3
C 1.826015 -4.040841 1.089855 0.457 0.221 0.009
C 2.717171 -2.946265 1.743047 0.343 -0.850 -0.602
B 2.958677 -1.656279 0.775078 -1.002 1.243 -0.897
O 4.299740 -1.064450 0.868074 -0.764 -0.192 0.531
N 1.967378 -1.071247 -0.075751 1.925 -1.636 0.394
C 1.770887 -1.813074 -1.308642 -0.707 0.367 0.853
C 0.215851 -2.147040 -1.564072 1.486 1.033 -0.186
O -0.556377 -1.478520 -0.553616 -1.837 -1.521 -0.123
Si -2.042517 -2.214304 -0.206924 0.549 1.358 0.099
C -2.669598 -3.420352 -1.532046 -0.162 -0.101 0.210
C -3.321428 -0.789462 -0.057269 0.248 -0.743 0.053
C -1.990050 -3.064777 1.486840 0.069 0.061 -0.195
H 1.747696 -4.914776 1.754430 -0.359 0.167 -0.134
H 0.852293 -3.624568 0.812936 0.010 -0.153 0.236
H 2.270562 -4.405494 0.151035 -0.017 0.109 0.238
H 3.686641 -3.430891 1.974019 -0.237 0.272 0.113
H 2.266858 -2.676291 2.713816 0.129 0.197 -0.238
H 4.231158 -0.436009 1.596309 0.331 0.099 0.144
H 2.133366 -1.233386 -2.190090 -0.216 -0.206 0.067
H 2.370040 -2.747846 -1.310968 -0.471 0.035 -0.417
H -0.086291 -1.685131 -2.520749 0.076 -0.564 0.050
H 0.082440 -3.238309 -1.590278 -0.222 0.231 0.066
H -3.742012 -3.610880 -1.347457 0.322 -0.014 0.082
H -2.606635 -3.033072 -2.557725 0.226 -0.029 0.247
H -2.134716 -4.378533 -1.453015 -0.144 0.221 -0.192
H -2.885900 0.185274 -0.301399 -0.108 -0.191 -0.014
H -4.150213 -1.020612 -0.744055 0.117 0.303 0.202
H -3.708816 -0.779614 0.972364 -0.011 0.152 -0.270
H -3.017302 -3.236166 1.847558 0.293 -0.043 -0.060
H -1.481778 -2.381519 2.182565 -0.148 -0.096 -0.138
H -1.424985 -4.005263 1.502315 -0.184 0.144 -0.053
C 0.315148 -2.289224 -6.534953 0.006 0.069 -0.091
C 0.115425 -3.245901 -5.387657 0.200 -0.041 0.366
O 0.931408 -3.362960 -4.494091 0.081 -0.046 -0.140
N -1.027301 -3.988978 -5.370761 -0.009 0.115 -0.285
C -2.113244 -3.992356 -6.329852 0.051 -0.273 0.480
H 1.262553 -1.774891 -6.402466 -0.010 -0.066 0.116
H 0.341897 -2.831179 -7.482381 -0.110 0.087 -0.043
H -0.483698 -1.546010 -6.553722 -0.013 -0.034 -0.123
H -1.091697 -4.600825 -4.573038 -0.030 0.029 0.050
H -3.040340 -3.717474 -5.821826 -0.088 0.038 -0.191
H -2.224685 -4.998204 -6.741931 -0.122 0.081 -0.159
H -1.932268 -3.294204 -7.140517 0.055 0.017 0.038
C -0.154165 4.046736 -1.735583 -0.162 -0.024 -0.107
C -0.636929 2.634267 -1.952384 0.032 -0.580 0.007
O -1.654930 2.389792 -2.603307 -0.063 0.191 -0.031
N 0.087218 1.636945 -1.402148 -0.314 0.620 -0.292
C 1.300956 1.726316 -0.606641 -0.138 0.174 -0.100
H -0.834294 4.736329 -2.230365 -0.040 -0.092 -0.017
H -0.135711 4.281571 -0.673536 0.218 0.064 -0.034
H 0.841721 4.176709 -2.159869 0.059 0.062 0.184
H -0.288629 0.715562 -1.579846 0.123 -0.146 0.238
H 2.087044 1.162416 -1.100868 0.105 -0.100 0.319
H 1.109423 1.268311 0.359961 0.287 -0.127 -0.033
H 1.621126 2.759433 -0.467010 -0.199 0.056 -0.143
C -2.089483 7.032902 0.576648 -0.081 0.025 -0.044
C -0.704719 6.652139 1.032492 0.309 -0.066 -0.139
O 0.222105 6.527226 0.251239 -0.047 0.163 0.029
N -0.509947 6.442614 2.363063 -0.267 0.117 -0.077
C -1.475700 6.536998 3.439885 0.509 -0.145 0.033
H -2.082232 7.161430 -0.501852 0.111 -0.047 0.022
H -2.801903 6.245437 0.827266 -0.069 0.095 0.051
H -2.396681 7.973326 1.037717 -0.115 -0.074 0.052
H 0.437789 6.189639 2.591504 0.016 -0.044 0.015
H -1.138087 7.286793 4.158875 -0.192 0.002 0.079
H -1.542652 5.571727 3.945751 -0.181 0.065 0.081
H -2.458134 6.814073 3.072297 0.033 -0.007 -0.060
C 1.211625 0.663921 3.987855 -0.063 0.046 -0.080
C 2.578807 0.281821 4.491518 0.119 -0.054 -0.380
O 3.526066 0.154398 3.739323 0.134 0.083 0.088
N 2.733799 0.075222 5.830023 -0.230 0.107 0.008
C 1.736052 0.174547 6.875515 0.533 -0.140 0.019
H 1.255161 0.786550 2.907890 0.102 -0.111 0.016
H 0.489511 -0.121412 4.217065 -0.075 0.089 0.031
H 0.891341 1.607354 4.435449 -0.113 -0.071 0.065
H 3.673387 -0.178383 6.087705 0.015 -0.040 0.007
H 2.052189 0.926318 7.602896 -0.202 0.004 0.085
H 1.651161 -0.789261 7.382493 -0.192 0.064 0.087
H 0.766364 0.452140 6.475990 0.035 -0.008 -0.070
```
Positions in Å, forces in eV/Å.

Mulliken atomic charge list, values in e, 2 entries:
1 C -0.850
2 C -0.354

---

| no. | total energy (eV) |
| --- | --- |
| 1 | -57702.11644 |
| 2 | -48758.72262 |